Formula: C35H63Cl15O21
Source: OMol25
Level of theory: ωB97M-V/def2-TZVPD

Calculated values
**Orbital gap**: 0.3679 Eh
**Total energy**: -9854.1270 Eh
**Structure (SMILES)**: COCCOCCOC.COCCOCCOC.COCCOCCOC.ClC(Cl)Cl.ClC(Cl)Cl.ClC(Cl)Cl.ClC(Cl)Cl.ClC(Cl)Cl.O=C1OCCO1.O=C1OCCO1.O=C1OCCO1.O=C1OCCO1
**M**: 1351.66 g mol⁻¹
**Total charge**: 0

The geometry in XYZ format:
```
134
Properties=species:S:1:pos:R:3:forces:R:3
C 13.876 9.024 18.278 -1.4157 0.5111 0.2754
Cl 12.941 8.398 19.642 0.0330 -0.1414 0.1769
Cl 15.097 10.135 18.873 -0.2818 -0.0807 -0.6567
Cl 12.646 9.713 17.102 1.0041 0.0598 0.4809
H 14.268 8.175 17.770 0.6769 -0.2912 -0.3044
C 14.459 17.653 9.876 -0.6266 -1.0252 -0.3255
Cl 14.047 16.942 11.478 0.2004 0.2097 -0.6902
Cl 15.783 16.806 9.073 0.0311 -0.6338 0.0714
Cl 14.907 19.286 9.979 0.1793 1.7127 0.4966
H 13.584 17.592 9.213 0.2955 -0.2669 0.5406
C 17.957 14.644 14.702 -0.0492 -0.2324 -1.1638
Cl 19.660 14.935 15.036 -0.3435 -0.0463 0.0121
Cl 17.450 13.039 15.101 0.0457 -0.9373 0.2962
Cl 17.566 14.956 12.973 0.2681 0.1216 0.1901
H 17.295 15.265 15.245 0.0307 1.0425 0.7434
C 10.244 15.433 16.275 0.1758 -0.2572 0.2995
Cl 10.425 17.184 16.202 -0.2518 -0.0020 0.2058
Cl 10.221 14.751 14.676 -0.0646 -0.2231 -0.7447
Cl 8.845 14.839 17.198 0.0845 0.4163 -0.0546
H 11.123 15.039 16.758 0.1709 0.0151 0.3218
C 22.182 15.846 19.336 0.9870 0.8724 -1.0813
Cl 21.623 17.494 19.715 0.0555 -0.4255 -0.3009
Cl 23.808 15.597 19.921 0.3504 0.0468 0.2560
Cl 22.134 15.441 17.597 -0.2428 0.4150 0.3447
H 21.572 15.151 19.813 -1.1259 -0.8870 0.7810
C 18.672 18.008 16.107 0.0060 0.0722 1.8284
O 17.447 17.327 16.462 0.6730 0.1663 -1.0985
C 16.298 18.004 15.962 -0.2219 0.2415 0.9488
C 15.276 17.130 15.303 0.2287 -0.9136 -0.7450
O 14.931 16.046 16.140 0.8616 1.0349 1.1138
C 13.988 15.216 15.616 -1.3738 -2.1498 -0.3232
C 13.787 13.965 16.537 0.9180 1.3622 0.4422
O 13.042 14.325 17.705 0.2744 1.6028 -1.4876
C 13.217 13.446 18.746 -1.6221 -1.0726 0.9337
H 19.506 17.447 16.526 -0.0605 -0.7254 -0.6228
H 18.823 18.914 16.711 -0.7308 0.4538 -0.3193
H 18.760 18.240 15.060 0.0231 -0.1874 -0.3535
H 16.537 18.781 15.262 0.4411 0.3663 -0.5213
H 15.865 18.503 16.824 -0.4311 0.1650 0.2677
H 15.659 16.700 14.364 0.2076 0.1797 -0.0167
H 14.395 17.708 14.995 -0.0497 0.1883 0.3328
H 14.317 14.796 14.645 0.0038 0.1737 0.0250
H 13.012 15.737 15.412 0.6012 -0.3402 0.3335
H 14.771 13.516 16.858 -0.7143 0.5834 -0.4912
H 13.234 13.226 15.994 -0.3775 -0.6449 -0.4750
H 13.014 12.425 18.335 0.5941 0.3706 0.9074
H 12.417 13.691 19.479 0.3244 -0.3431 -0.3317
H 14.150 13.580 19.290 0.4615 -0.4046 -0.3121
C 25.234 20.233 13.284 0.0446 0.0576 -1.4918
O 24.084 19.454 13.240 -0.2211 -0.5302 -0.6856
C 24.272 18.148 12.701 -0.9897 -0.0095 0.6485
C 22.969 17.444 12.938 -0.8080 -0.1878 0.5987
O 22.010 17.716 11.977 -0.0553 0.8539 -1.6371
C 20.692 17.263 12.191 0.5413 -0.3856 -0.9227
C 19.997 17.429 10.859 -0.7990 0.0862 0.4255
O 19.854 18.787 10.468 0.5077 0.1596 0.1329
C 19.420 18.889 9.109 -1.0892 0.2748 2.1619
H 24.989 21.176 13.700 -0.3505 0.9341 0.3768
H 25.677 20.389 12.288 -0.1713 0.0411 0.0065
H 25.982 19.792 13.876 1.1496 -0.7740 1.0360
H 25.027 17.600 13.251 0.4807 -0.0062 0.3081
H 24.504 18.061 11.648 0.2706 0.6841 -0.5358
H 22.570 17.859 13.857 0.1654 -0.4152 0.8742
H 23.082 16.368 12.961 0.3456 -0.5014 0.4795
H 20.206 17.818 12.965 -0.2724 0.2985 0.6691
H 20.671 16.187 12.428 0.0140 0.1417 0.0791
H 18.977 17.045 10.916 -0.0891 -0.4795 0.1860
H 20.547 16.831 10.144 0.2736 0.0465 -0.5039
H 20.213 19.210 8.524 1.8020 -0.2081 -1.5217
H 18.697 19.688 8.990 -0.5335 0.0889 0.4345
H 18.957 17.951 8.911 -0.2562 -0.5639 -1.1389
C 15.007 21.781 14.559 0.9268 0.2583 0.6687
O 14.300 21.941 15.830 1.1917 -0.4272 -1.4037
C 13.456 20.820 16.075 0.0974 1.5772 0.2219
C 12.441 21.365 17.071 0.3986 -1.5172 0.5470
O 11.592 20.269 17.406 -0.0286 0.6738 1.3884
C 11.001 20.588 18.683 -0.8464 0.6493 -1.3709
C 10.009 19.494 18.975 -0.2419 0.6685 1.4781
O 10.764 18.359 19.383 0.1080 1.3700 -0.1909
C 9.929 17.356 19.787 -0.7811 -0.6599 2.5996
H 15.248 20.682 14.344 -0.1088 1.5333 0.3395
H 15.950 22.453 14.542 -1.4226 -1.3313 0.3693
H 14.365 22.177 13.777 -0.1644 -0.1987 -0.2897
H 14.065 20.035 16.550 -0.4289 -0.1993 -0.2720
H 12.977 20.512 15.132 0.0284 -0.2650 0.3700
H 11.819 22.181 16.721 0.1927 0.3487 -0.3628
H 12.966 21.666 18.007 -0.0360 0.1530 -0.7107
H 10.514 21.602 18.605 -0.0097 -0.9078 -0.0464
H 11.749 20.745 19.471 0.1034 -0.6006 -0.0727
H 9.373 19.255 18.111 0.2430 0.1070 0.0548
H 9.316 19.839 19.823 0.8323 -0.5504 -0.9033
H 10.522 16.533 20.185 0.1184 -0.0180 0.0441
H 9.358 16.972 18.997 -1.0374 -0.5607 -1.3392
H 9.198 17.670 20.616 0.9366 -0.1921 -0.9381
C 20.482 20.841 12.684 -0.9946 0.3709 0.5210
C 19.573 21.418 11.599 1.1901 -0.2313 -0.7259
O 18.345 20.810 11.854 -2.4484 -0.2179 -0.2967
C 18.352 19.848 12.802 4.2022 2.5117 -0.9898
O 17.502 19.092 13.061 -1.3765 -1.0241 0.5819
O 19.613 19.930 13.397 -0.8937 -0.8360 -0.2152
H 20.746 21.562 13.434 0.5979 0.4142 0.1565
H 21.324 20.346 12.221 0.1695 -0.3974 0.3834
H 19.975 21.021 10.657 -0.4415 0.3454 0.0493
H 19.484 22.514 11.502 -0.1197 -0.5278 0.5257
C 13.588 17.077 20.198 1.3156 0.9110 2.5361
C 13.777 17.684 18.861 -0.5286 -0.9052 -1.9787
O 14.590 18.842 19.091 0.0630 0.6945 -0.2506
C 15.270 18.708 20.243 -1.0473 -0.8049 0.0836
O 16.087 19.470 20.672 0.0679 -0.2530 -0.2612
O 14.840 17.584 20.849 0.1541 -0.1218 0.4873
H 13.656 15.995 20.389 -0.3738 0.4111 -0.7402
H 12.797 17.560 20.808 0.1020 -0.5165 -0.6264
H 12.826 17.967 18.389 0.4038 0.2034 0.2142
H 14.307 17.003 18.168 -0.1045 0.3289 0.3453
C 16.201 22.096 19.499 0.1816 2.0397 -0.6973
C 17.135 21.562 18.437 -0.1940 -0.6114 -0.9795
O 17.681 22.722 17.799 -0.9696 0.1517 -0.0686
C 16.882 23.762 18.112 0.7130 3.1970 -1.2383
O 16.970 24.872 17.619 0.1645 -1.7330 0.2940
O 16.028 23.509 19.077 -0.1929 -1.5802 0.5966
H 16.588 22.153 20.494 0.2984 -0.3715 0.4981
H 15.221 21.721 19.469 -1.0442 -0.9498 0.1275
H 16.669 20.869 17.691 0.0581 0.8176 0.5038
H 17.990 21.080 18.810 0.8691 -0.9837 0.8808
C 18.125 15.962 19.352 -0.4048 -0.0602 0.3939
C 17.557 15.722 20.773 1.7698 0.3185 0.5111
O 16.672 14.596 20.633 0.6769 0.2262 -1.3886
C 17.070 13.941 19.489 1.4867 -1.2750 0.6789
O 16.815 12.798 19.237 -0.7619 0.7935 -0.0273
O 18.027 14.618 18.797 -0.6834 1.0095 0.4292
H 19.164 16.334 19.350 -0.4327 -0.5759 0.0304
H 17.543 16.681 18.757 -0.0549 -0.4874 0.0306
H 16.995 16.574 21.149 0.0871 -0.1493 0.1391
H 18.455 15.467 21.468 -1.7593 0.2002 -0.8806
```
Positions in Å, forces in eV/Å.